1.
Computed, not measured: C48H126N7NaO13S10 as an isolated structure at a distorted geometry, with ωB97M-V/def2-TZVPD.

The geometry in XYZ format:
```
205
C48H126N7NaO13S10 | OMol25 | ωB97M-V/def2-TZVPD
Na -0.94630 0.11400 1.76789
N -1.68171 -1.09171 -0.94747
O -2.56227 -1.00007 -0.13773
O -1.73814 -1.83526 -1.86788
O -0.70975 -0.35671 -0.69519
C 0.83822 6.37597 -1.91490
C 2.26952 5.98146 -2.25187
N 2.42375 5.00041 -3.35375
C 1.75876 3.68014 -3.18106
C 2.37196 2.83836 -2.06604
C 3.85701 5.01479 -3.72406
C 4.43638 4.09945 -4.85001
H 0.71151 7.25435 -1.28204
H 0.30918 5.58477 -1.38367
H 0.22998 6.60500 -2.78994
H 2.83341 6.87496 -2.51978
H 2.67316 5.70846 -1.27685
H 0.69180 3.85539 -3.04324
H 1.80754 3.01539 -4.04350
H 3.44882 2.96899 -1.95931
H 2.01081 3.34849 -1.17305
H 2.03584 1.80208 -2.03051
H 4.50479 4.86872 -2.85968
H 4.12873 6.02458 -4.03163
H 3.84016 4.20554 -5.75630
H 4.31510 3.06004 -4.54501
H 5.49899 4.28964 -5.00099
C 4.05712 -0.21309 -2.78054
C 5.44385 -0.47182 -2.13589
N 6.06041 0.82021 -1.80955
C 7.05579 0.66090 -0.83823
C 8.30363 -0.14494 -1.26531
C 6.41284 1.76036 -2.89973
C 6.92414 3.16800 -2.43378
H 4.08465 0.47515 -3.62533
H 3.40522 0.11200 -1.96971
H 3.62867 -1.14891 -3.13937
H 5.34599 -1.03323 -1.20673
H 6.00286 -1.04611 -2.87467
H 7.33622 1.59550 -0.35244
H 6.60996 0.21450 0.05063
H 8.87282 0.43107 -1.99491
H 8.82780 -0.32354 -0.32645
H 8.09684 -1.15470 -1.61989
H 5.57599 1.98437 -3.56123
H 7.05827 1.21718 -3.59001
H 6.18126 3.79571 -1.94162
H 7.21645 3.75848 -3.30211
H 7.84943 3.10162 -1.86147
C -5.86979 -1.91507 8.39848
C -6.54673 -3.10321 7.69978
N -5.93609 -3.10828 6.31183
C -6.28950 -1.92345 5.50934
C -5.52864 -1.89484 4.21346
C -6.28515 -4.35679 5.53369
C -6.04592 -5.68147 6.19798
H -4.78422 -1.91903 8.30024
H -6.16826 -1.93055 9.44671
H -6.14245 -0.89310 8.13514
H -6.31740 -4.01661 8.24859
H -7.63084 -3.01775 7.77397
H -7.36030 -1.93276 5.30583
H -6.18521 -1.01942 6.10928
H -5.84027 -2.63363 3.47511
H -5.58558 -0.94158 3.68796
H -4.46251 -1.93799 4.43621
H -5.62329 -4.46249 4.67413
H -7.26098 -4.25102 5.05967
H -6.70167 -5.85206 7.05179
H -4.99042 -5.71253 6.46825
H -6.16402 -6.43977 5.42395
C 4.05752 2.07000 0.79641
C 4.82759 2.31111 2.17161
N 5.56727 3.53108 2.39173
C 6.68821 3.59808 1.55341
C 7.23030 4.99173 1.43817
C 5.93538 3.65266 3.79764
C 6.73877 2.52883 4.38398
H 3.27658 2.83040 0.78938
H 3.46983 1.15615 0.88361
H 4.57003 2.16111 -0.16125
H 4.08463 2.24527 2.96645
H 5.48210 1.45355 2.32755
H 7.50068 2.92322 1.82279
H 6.36829 3.32692 0.54732
H 7.96986 5.20278 2.21058
H 7.78935 5.09855 0.50858
H 6.46630 5.76910 1.44889
H 5.03431 4.03104 4.28037
H 6.65829 4.46756 3.75982
H 6.82847 2.66021 5.46231
H 7.71150 2.57171 3.89404
H 6.21607 1.58236 4.24591
C -6.00823 -4.81893 -1.85499
C -5.29266 -4.84702 -0.58438
N -4.67367 -4.89985 0.39979
H -5.26276 -4.59455 -2.61791
H -6.72251 -3.99640 -1.89164
H -6.50080 -5.76461 -2.08120
C -6.26556 -1.24562 0.26990
C -7.51631 -1.52798 1.00614
N -8.48442 -1.69903 1.59809
H -6.36147 -0.95507 -0.77628
H -5.60831 -2.11495 0.28895
H -5.73913 -0.45321 0.80194
C 2.79650 1.15993 5.21733
S 1.23164 0.37993 4.68244
O 0.98442 0.61409 3.19688
C 1.69284 -1.40621 4.83743
H 2.69373 2.24391 5.26777
H 3.69098 0.92843 4.63903
H 3.02938 0.77119 6.20866
H 1.98010 -1.67370 5.85431
H 2.50440 -1.67079 4.15959
H 0.94287 -2.14842 4.56401
C -2.61439 -3.39549 -6.81902
S -1.20762 -4.26268 -7.49820
O -1.61715 -5.58549 -8.15512
C -0.82545 -3.08670 -8.82611
H -3.34172 -3.31122 -7.62648
H -2.30826 -2.44051 -6.39194
H -3.04470 -3.92858 -5.97124
H -1.47546 -3.31393 -9.67107
H 0.21386 -3.17120 -9.14359
H -0.99968 -2.08630 -8.42994
C 0.70614 3.77287 3.00950
S 0.06272 3.69259 1.30068
O -0.89869 2.48880 1.30885
C -1.00859 5.15302 1.20563
H 1.70342 3.33534 3.05521
H 0.03908 3.24937 3.69438
H 0.81160 4.82622 3.26916
H -1.88938 5.14655 1.84771
H -1.32034 5.33418 0.17699
H -0.51547 6.03776 1.60834
C -1.99529 -4.89052 -3.51958
S -1.32983 -6.04082 -2.30651
O 0.17279 -6.14894 -2.64273
C -1.47446 -5.02709 -0.73351
H -2.75485 -4.21860 -3.11999
H -2.35996 -5.43546 -4.39031
H -1.29801 -4.11204 -3.82922
H -0.84800 -4.13552 -0.76054
H -1.22313 -5.71452 0.07419
H -2.50045 -4.71599 -0.53689
C -2.46471 -3.16227 2.74616
S -0.85861 -3.35826 1.85340
O -0.15003 -2.01465 1.96998
C 0.00576 -4.55374 3.00992
H -2.75521 -4.16443 3.06140
H -3.16277 -2.75669 2.01381
H -2.28424 -2.46858 3.56733
H 0.15634 -4.11731 3.99732
H 0.96728 -4.70016 2.51783
H -0.69276 -5.38692 2.93259
C 2.35158 -3.57579 -1.92334
S 2.61959 -3.88754 -0.09923
O 3.99065 -4.50240 -0.00234
C 2.63817 -2.09806 0.36496
H 1.39583 -3.09076 -2.12182
H 2.38103 -4.52204 -2.46357
H 3.15537 -3.00170 -2.38426
H 1.74579 -1.49797 0.18711
H 3.43777 -1.57397 -0.15855
H 2.86994 -1.94155 1.41847
C -0.14501 1.35009 -4.66873
S -1.10127 -0.22476 -5.01567
O -1.58353 -0.26787 -6.45832
C 0.26244 -1.48050 -5.00403
H -0.70911 2.27597 -4.55637
H 0.58546 1.48980 -5.46560
H 0.37460 1.16978 -3.72767
H 1.00546 -1.23806 -5.76381
H -0.15423 -2.47238 -5.17907
H 0.72660 -1.56504 -4.02143
C -1.85933 2.40485 5.59793
S -2.50959 2.00858 3.87370
O -2.26316 0.48969 3.54282
C -4.32454 2.16907 4.30105
H -2.32717 1.63550 6.21221
H -2.24587 3.35584 5.96440
H -0.77251 2.48506 5.57585
H -4.63227 3.15630 4.64571
H -4.50411 1.54012 5.17299
H -4.88610 1.87103 3.41566
C -5.46403 -1.42231 -6.03893
S -5.83584 -2.46918 -4.51998
O -5.28892 -3.86757 -4.81443
C -4.47168 -1.74455 -3.47879
H -4.44606 -1.07989 -6.22489
H -6.08894 -0.52927 -6.04643
H -5.75721 -2.06174 -6.87156
H -4.57743 -2.11182 -2.45799
H -4.51564 -0.65549 -3.48907
H -3.49193 -2.02969 -3.86204
C -3.97738 2.12476 -0.04748
S -3.57798 1.95705 -1.88796
O -4.79914 2.51391 -2.67681
C -2.22685 3.24465 -1.90444
H -3.12659 1.88177 0.58908
H -4.84174 1.50048 0.17890
H -4.33301 3.10842 0.25915
H -2.58373 4.17705 -1.46698
H -1.80602 3.58617 -2.85015
H -1.50281 2.73678 -1.26732
```

Results
Orbital gap   7.36 eV
DFT total energy   -201622.346 eV
Net charge   0

---

2.
Computed, not measured: one molecule with the formula C15H25NO2, with ωB97M-V/def2-TZVPD.

The geometry in XYZ format:
```
43
C15H25NO2 | OMol25 | ωB97M-V/def2-TZVPD
C 2.61701 3.01027 -2.89675
H 1.73192 2.65612 -3.41827
H 3.46103 2.39783 -3.20287
H 2.81345 4.03742 -3.19455
C 2.39132 2.94068 -1.38924
N 2.03059 1.59643 -0.96425
C 1.21164 1.58668 0.23833
H 1.18126 0.56249 0.61085
C -0.22606 2.05419 -0.00608
C -0.88463 1.38810 -1.21350
C -1.03920 -0.11995 -1.04280
H -0.05080 -0.59016 -1.00047
O -1.75211 -0.36108 0.15306
C -1.86362 -1.63749 0.60074
C -1.43544 -2.76599 -0.07763
C -1.60315 -4.02871 0.47664
C -2.20046 -4.16942 1.70906
C -2.63657 -3.04781 2.40399
C -2.47431 -1.78356 1.86769
O -2.85690 -0.61795 2.46712
C -3.48315 -0.69023 3.72161
H -4.41746 -1.26024 3.67563
H -2.82586 -1.13418 4.47750
H -3.70462 0.33926 3.99948
H -3.10065 -3.17748 3.36885
H -2.33468 -5.14779 2.14463
H -1.26250 -4.89575 -0.06861
H -0.97188 -2.67519 -1.04707
H -1.58726 -0.53655 -1.90086
H -0.28060 1.56750 -2.10247
H -1.87244 1.82813 -1.35870
H -0.81232 1.82674 0.88504
H -0.25232 3.13550 -0.15351
H 1.65869 2.20991 1.03513
C 3.19466 0.73252 -0.83467
C 2.85486 -0.73356 -1.08601
H 2.35114 -0.83324 -2.04400
H 2.21049 -1.13555 -0.30797
H 3.76767 -1.32443 -1.10544
H 3.92904 1.04114 -1.58063
H 3.66674 0.84005 0.15824
H 1.56824 3.61017 -1.13767
H 3.28924 3.30518 -0.85956
```

Results
Orbital gap   8.92 eV
SMILES   CCN(CC)CCCCOc1ccccc1OC
DFT total energy   -21544.919 eV
Net charge   0

---

3.
Computed, not measured: C11H17N7ORhS as an isolated structure, with ωB97M-V/def2-TZVPD.

The geometry in XYZ format:
```
38
C11H17N7ORhS | OMol25 | ωB97M-V/def2-TZVPD
Rh 0.61711 0.50196 0.45405
N 2.47200 -1.19265 -0.07018
C 2.25857 -2.32821 0.82185
C 0.77769 -2.45217 1.15552
N 0.20917 -1.20733 1.70421
C 0.59048 -0.86663 3.08896
C 1.69812 0.17047 3.13173
N 1.32983 1.30159 2.26146
H 2.01026 -1.32755 -0.96318
H 3.44784 -0.99529 -0.24355
H 2.84339 -2.16947 1.73018
H 2.59185 -3.28442 0.40315
H 0.61152 -3.29077 1.83922
H 0.22834 -2.65271 0.23369
H -0.80319 -1.27654 1.66159
H 0.89042 -1.75703 3.65031
H -0.29329 -0.44731 3.57098
H 2.63367 -0.23481 2.74861
H 1.86330 0.47807 4.16876
H 2.08475 1.97623 2.21719
H 0.50305 1.77514 2.62299
O -0.19846 -0.34360 -1.21241
N -0.64214 0.54253 -2.12949
C -1.58974 0.09714 -2.98033
C -2.06196 0.90037 -3.97901
C -1.54303 2.18953 -4.10230
C -0.60094 2.62910 -3.20690
C -0.14813 1.80185 -2.16925
S 0.96533 2.33357 -0.96887
H -1.95408 -0.89479 -2.76913
H -2.84807 0.53166 -4.61898
H -1.89966 2.85042 -4.88047
H -0.20204 3.63221 -3.25085
N -4.19685 -0.60964 -1.48742
C -3.91380 0.22283 -0.72917
N -3.64538 1.19966 0.11876
C -2.53709 1.12175 0.77528
N -1.54884 1.07485 1.40300
```

Results
Orbital gap (alpha / beta)   7.37 / 7.63 eV
DFT total energy   -38003.650 eV
2S+1   2
Net charge   0

---

4.
Computed, not measured: one molecule with the formula C18H24N4O, with ωB97M-V/def2-TZVPD.

The geometry in XYZ format:
```
47
C18H24N4O | OMol25 | ωB97M-V/def2-TZVPD
C 6.81505 1.05333 0.33825
C 5.35682 1.03968 -0.08614
O 4.86962 1.88820 -0.79561
N 4.68694 -0.03093 0.42779
C 3.34103 -0.39725 0.27322
C 2.45307 0.34368 -0.48982
C 1.14459 -0.11346 -0.57132
N 0.06652 0.41578 -1.23526
C -0.92620 -0.38830 -0.98888
N -0.58616 -1.44895 -0.19509
C 0.74543 -1.29315 0.10222
C 1.63485 -2.02943 0.86514
C 2.93099 -1.56529 0.93815
H 3.65502 -2.11451 1.52453
H 1.33430 -2.92835 1.38270
C -1.50123 -2.43335 0.31728
C -2.85363 -2.29264 -0.40958
N -3.27789 -0.92828 -0.61811
C -2.32735 -0.25751 -1.48313
H -2.39383 -0.72354 -2.47715
H -2.58135 0.79141 -1.60219
C -3.79450 -0.22312 0.55024
C -2.80458 0.57467 1.42588
C -2.49406 1.99014 0.94296
C -3.77792 2.77526 0.70202
C -4.65752 2.05884 -0.31583
C -5.00293 0.65190 0.16399
H -5.57064 0.12537 -0.60464
H -5.63911 0.74420 1.04782
H -4.15097 2.02238 -1.28058
H -5.58584 2.61730 -0.45973
H -4.32467 2.87354 1.64368
H -3.53744 3.77943 0.34781
H -1.89238 1.96783 0.03463
H -1.89548 2.49082 1.70831
H -3.25704 0.65103 2.41914
H -1.87029 0.02387 1.53999
H -4.19508 -1.02444 1.18525
H -2.76886 -2.75407 -1.39948
H -3.62017 -2.83258 0.14998
H -1.62938 -2.28486 1.39808
H -1.08993 -3.43654 0.16026
H 2.76142 1.23867 -0.99973
H 5.22286 -0.66164 1.00767
H 6.89164 1.10318 1.42258
H 7.31732 0.15310 -0.01012
H 7.30149 1.92267 -0.09377
```

Results
Orbital gap   8.59 eV
SMILES   CC(=O)Nc1ccc2c(c1)nc1n2CCN(C2CCCCC2)C1
DFT total energy   -27064.805 eV
Net charge   0

---

5.
Computed, not measured: one molecule with the formula C6H7Br2O2PS, with ωB97M-V/def2-TZVPD.

The geometry in XYZ format:
```
19
C6H7Br2O2PS | OMol25 | ωB97M-V/def2-TZVPD
C 0.56017 -0.62101 2.43466
C 0.31254 -0.72829 1.26047
P -0.46791 -0.99677 -0.30046
C -1.10079 0.63620 -0.83955
Br -0.54804 1.25122 -2.56061
C -1.97512 1.33365 -0.11602
C -2.48363 0.87452 1.22127
Br -2.70187 2.97321 -0.73364
S 1.33148 -1.48696 -1.43504
C 2.60406 -0.34871 -0.91909
O 1.67417 -2.78094 -0.91155
O 1.08727 -1.40006 -2.84281
H 0.90363 -0.66374 3.44368
H -3.24441 1.55803 1.58723
H -2.85504 -0.14952 1.18115
H -1.66406 0.91279 1.93852
H 3.29834 -0.16649 -1.73620
H 2.17680 0.60580 -0.61104
H 3.09239 -0.80294 -0.06097
```

Results
Orbital gap   9.02 eV
SMILES   C#CP(/C(Br)=C(\C)Br)S(C)(=O)=O
DFT total energy   -170635.920 eV
Net charge   0

---

6.
Computed, not measured: C25H21GaN3O2SSbSe4 as an isolated structure, with ωB97M-V/def2-TZVPD.

The geometry in XYZ format:
```
58
C25H21GaN3O2SSbSe4 | OMol25 | ωB97M-V/def2-TZVPD
Ga 0.14125 -0.20548 -0.41907
O -5.45135 -0.11115 4.40054
C -4.25460 0.28930 4.87782
O -4.17163 0.72814 5.99201
C -3.08019 0.16091 3.96439
C -1.80921 0.23888 4.52395
C -0.67348 0.11997 3.74546
C -0.78524 -0.06365 2.36614
C -2.06657 -0.11316 1.80440
C -3.19428 -0.01394 2.58643
N 0.30520 -0.19682 1.50932
C 1.58855 -0.27126 1.88107
C 2.56232 -0.37109 0.86809
C 3.95152 -0.47892 1.09522
C 4.80266 -0.58537 0.03234
C 4.29291 -0.59618 -1.28424
C 2.94002 -0.49217 -1.45821
N 2.09151 -0.36965 -0.42449
H -5.35347 -0.56846 3.55539
H -1.73015 0.38434 5.59296
H 0.29655 0.16789 4.22156
H -2.18810 -0.27876 0.73793
H -4.15562 -0.07186 2.08762
H 1.88275 -0.28039 2.92127
H 4.31676 -0.48134 2.11348
H 5.86840 -0.67072 0.19913
H 4.94380 -0.69792 -2.13908
H 2.48629 -0.52133 -2.44126
Se -0.41977 -3.58930 1.29999
Sb -2.05428 -3.16834 -0.39060
Se -1.07380 -1.36191 -2.01715
Se -4.34753 -2.48737 -0.16265
Se -2.31962 -5.08241 -2.02175
N -0.35814 1.67302 -0.63570
S -1.31340 2.07075 -1.87543
C -1.03914 3.81877 -2.13678
C 0.13837 4.39996 -1.69422
C 0.36861 5.74260 -1.96265
C -0.56661 6.47997 -2.67340
C -1.73518 5.88026 -3.12481
C -1.97873 4.54248 -2.86010
C -2.98617 2.08428 -1.23821
C -3.85456 1.09040 -1.66195
C -5.11019 1.00655 -1.07607
C -5.47581 1.90784 -0.08747
C -4.59380 2.89978 0.32850
C -3.33890 2.99252 -0.24613
H -0.58223 2.20584 0.20087
H 0.86384 3.80860 -1.15210
H 1.28133 6.20826 -1.61613
H -0.38517 7.52727 -2.87697
H -2.46171 6.45604 -3.68238
H -2.89262 4.07199 -3.20130
H -3.54092 0.36190 -2.39704
H -5.78226 0.21508 -1.37665
H -6.45216 1.83247 0.37382
H -4.88303 3.59660 1.10406
H -2.64393 3.76181 0.07095
```

Results
Orbital gap (alpha / beta)   5.30 / 6.14 eV
DFT total energy   -365967.290 eV
Net charge   0

---

7.
Computed, not measured: C4H5N3O as an isolated structure at a distorted geometry, with ωB97M-V/def2-TZVPD.

The geometry in XYZ format:
```
13
C4H5N3O | OMol25 | ωB97M-V/def2-TZVPD
C 0.48941 1.17856 -0.18563
C -0.88613 1.13803 -0.18531
C -1.69369 0.02793 0.12074
C 0.63370 -1.75968 -0.00617
H 2.46099 0.97262 0.61437
H 0.87539 2.03444 -0.46442
H -1.35277 2.18817 -0.05215
H -2.59475 0.35053 0.60576
H 1.02511 -2.91015 0.23137
N 1.61417 0.36367 -0.18541
N -1.75240 -1.20845 -0.04105
N 1.62806 -0.98412 0.07297
O -0.44710 -1.39155 -0.52509
```

Results
Orbital gap   9.03 eV
DFT total energy   -10739.603 eV
Net charge   0

---

8.
Computed, not measured: C15H12IrN6S4 as an isolated structure at a distorted geometry, with ωB97M-V/def2-TZVPD.

The geometry in XYZ format:
```
38
C15H12IrN6S4 | OMol25 | ωB97M-V/def2-TZVPD
Ir -0.43311 0.16616 3.10203
N -0.74255 4.25943 4.20825
C -0.40952 3.00930 3.89059
S -1.64538 1.77058 4.11876
N 0.81778 2.77993 3.47266
N 0.98720 1.45214 3.16747
C 2.18045 1.01062 2.94659
C 2.33026 -0.42032 2.62921
C 3.52256 -1.01114 2.28386
C 3.53967 -2.39083 2.07564
C 2.37757 -3.11782 2.23801
C 1.20414 -2.45031 2.56977
N 1.18368 -1.13296 2.74934
H -1.65295 4.46750 4.57863
H -0.04046 4.98133 4.19081
H 3.02066 1.68719 3.03591
H 4.41663 -0.41256 2.17952
H 4.46203 -2.88442 1.80187
H 2.35788 -4.18873 2.09745
H 0.26285 -2.96836 2.69562
S 1.41132 -1.92425 -2.97394
C 0.27811 -1.32947 -1.97394
S 0.47241 -1.43687 -0.24285
C -1.00437 -0.60246 0.00521
N -1.60083 -0.27021 -1.08718
N -0.92716 -0.66732 -2.18517
C -1.52902 -0.28836 -3.45136
C -2.53977 0.66726 -3.42910
C -3.13475 1.05338 -4.61662
C -2.73295 0.49497 -5.82311
C -1.73589 -0.46274 -5.82748
C -1.12583 -0.86589 -4.64524
S -1.80942 -0.14425 1.48691
H -2.86059 1.10741 -2.49870
H -3.91884 1.79814 -4.59410
H -3.19817 0.80469 -6.74891
H -1.41915 -0.91738 -6.75650
H -0.36448 -1.62338 -4.66990
```

Results
Orbital gap (alpha / beta)   5.19 / 5.19 eV
DFT total energy   -70863.474 eV
Net charge   +1